Entry 1:
DFT (ωB97M-V/def2-TZVPD) results for a structure of composition CuH8O4 at a distorted geometry.

XYZ file:
```
13
Properties=species:S:1:pos:R:3:forces:R:3
Cu -1.0920 -8.2220 0.4040 -1.2 0.5 -1.1
O -0.8290 -9.8670 -0.4440 -0.2 -3.0 -0.4
O -1.1690 -8.6290 2.2090 -1.0 -0.2 3.1
O -2.6610 -7.0940 0.0030 -1.3 0.7 0.4
O 0.4230 -7.1350 0.2590 1.7 3.0 -0.6
H -1.8080 -8.2110 2.8190 0.5 -0.4 -0.2
H -3.2350 -6.9320 0.7850 0.3 0.2 -1.2
H -0.8640 -9.5900 -1.3500 0.0 -0.3 -1.1
H -2.7570 -6.3850 -0.6510 -0.2 -0.1 0.4
H 0.4850 -6.1600 0.2090 -0.8 -0.3 -0.5
H -0.3430 -8.6980 2.6860 0.3 -0.1 0.4
H -1.3180 -10.7260 -0.3780 0.6 1.1 -0.1
H 1.2190 -7.2430 0.7460 1.4 -1.1 0.8
```
Forces are in eV/Å.

**Molar mass**: 135.606 g/mol
**HOMO energy**: -12.0 eV
**Total charge**: +1
**Frontier orbital gap**: 0.3083 Eh
**Relative energy (zero: lowest compared OMol25 entry of this formula, charge and spin)**: 51.3 kJ/mol

Entry 2:
DFT (ωB97M-V/def2-TZVPD) results for a cluster of 9 separate species, C4H26N2O10 in total at a distorted geometry.

XYZ file:
```
42
Properties=species:S:1:pos:R:3:forces:R:3
O -1.7436 2.6306 -0.5351 -0.6 0.6 0.3
O -0.0987 -0.2261 -3.5600 0.2 -1.5 -0.8
O 1.4787 0.3008 4.0827 1.2 0.1 0.3
O -1.9027 -0.0413 2.1065 -0.3 -0.2 0.3
O -0.7634 2.6094 -3.2386 -0.1 0.2 -0.5
O 1.5745 -1.6238 0.2283 -0.2 0.1 -0.5
O 3.3851 -0.9974 -1.7979 -0.3 0.0 0.2
O 0.6414 -2.8549 -2.0132 0.4 0.9 -0.6
O -2.9361 -0.6928 -0.9446 0.0 0.4 0.4
O -2.4489 -2.5924 2.2004 0.3 0.9 0.6
N 0.4233 -0.7292 1.8764 -1.4 -0.2 0.0
N 0.6499 1.7007 0.3973 0.4 0.9 -0.8
C -0.5956 0.0415 2.5919 0.9 1.2 -0.5
C 0.7866 -0.7404 0.5658 1.6 0.4 0.5
C 0.3779 0.4445 -0.3068 -2.3 0.0 0.3
C 1.7470 2.4095 -0.2887 0.5 -0.1 0.7
H -2.8616 -1.8222 2.6255 -1.0 -0.5 -0.2
H -2.5885 2.5710 -0.9935 0.0 -0.4 -0.3
H -2.0862 0.5579 1.3800 0.3 0.2 -0.2
H -0.2456 1.0702 2.5747 -0.3 0.2 -0.1
H 0.6371 0.5360 -1.3604 1.2 -0.8 0.1
H 1.5277 2.8708 -1.2663 -0.3 -0.3 0.1
H 1.4666 -2.9751 -2.4961 0.1 -0.6 -0.2
H 1.3752 1.2442 3.9607 -0.3 0.4 0.2
H -0.5308 -0.2806 3.6288 -0.6 -0.2 -0.3
H -0.1152 2.3704 0.3205 -0.1 -1.1 0.2
H -1.8035 3.4984 -0.1187 0.0 0.1 0.1
H -1.6011 -2.1235 2.2314 0.5 -1.0 -0.7
H -2.8676 -1.1945 -1.7571 0.1 -0.2 -0.1
H 0.8901 -2.0277 -1.5595 -0.4 -0.6 0.5
H -2.8692 -1.3186 -0.2131 0.0 -0.2 -0.1
H 3.3132 -0.0602 -1.5877 0.1 0.0 -0.2
H -0.4094 -0.6534 -4.3752 -0.5 0.9 -0.2
H -0.3260 1.8005 -3.5369 0.0 0.0 0.2
H 2.2841 0.1491 3.5690 -0.1 -0.3 0.2
H -0.6920 0.2265 -0.5230 0.0 0.7 0.7
H 2.8195 -1.3958 -1.1070 0.3 0.1 0.0
H 0.3751 -1.0376 -3.2981 0.2 0.4 1.0
H -0.3727 2.8479 -2.3964 0.0 -0.2 0.1
H 0.8567 -1.4293 2.4580 0.1 -0.2 -0.4
H 2.0986 3.2152 0.3673 0.1 -0.2 -0.2
H 2.5581 1.6921 -0.4336 0.2 0.3 0.0
```
Forces are in eV/Å.

**Molar mass**: 262.256 g/mol
**HOMO energy**: -9.8 eV
**Frontier orbital gap**: 0.3590 Eh
**Relative energy (zero: lowest compared OMol25 entry of this formula, charge and spin)**: 385.8 kJ/mol

Entry 3:
DFT (ωB97M-V/def2-TZVPD) results for a cluster of 2 separate species, CH2Cl3OP in total at a distorted geometry.

XYZ file:
```
8
Properties=species:S:1:pos:R:3:forces:R:3
Cl 2.4154 1.7786 -0.4237 -0.1 0.0 -0.1
Cl 1.7960 -0.2397 -2.4193 0.0 0.1 0.0
Cl 0.1612 -0.0236 -0.0267 0.3 0.3 -0.2
P -2.2595 -1.4965 1.4343 0.5 -1.1 -0.8
O -2.7047 -0.4722 2.3676 -0.5 1.1 0.9
C 1.1363 0.8781 -1.2291 -0.3 -0.1 0.1
H 0.4688 1.5746 -1.7389 0.2 -0.2 0.2
H -1.0135 -1.9993 2.0359 -0.1 0.0 -0.1
```
Forces are in eV/Å.

**Molar mass**: 167.359 g/mol
**HOMO energy**: -9.7 eV
**Frontier orbital gap**: 0.3185 Eh
**Relative energy (zero: lowest compared OMol25 entry of this formula, charge and spin)**: 311.2 kJ/mol

Entry 4:
DFT (ωB97M-V/def2-TZVPD) results for the molecule C4H9NO at a distorted geometry.

XYZ file:
```
15
Properties=species:S:1:pos:R:3:forces:R:3
O 1.3385 -0.0436 -1.4953 0.0 0.0 0.0
N -0.4498 -0.6039 -0.1387 0.4 0.4 0.1
C -0.5581 1.2742 1.7982 -0.5 -0.4 0.2
C -1.1128 -0.0748 1.0461 0.0 0.6 0.5
C 0.5109 0.1425 -0.4658 -0.1 -0.1 0.1
C 1.0996 -1.2214 -2.2638 0.0 -0.2 -0.2
H 0.6732 1.0190 0.1554 0.9 0.0 -0.9
H 0.1173 2.0877 1.4265 -0.6 -1.1 -0.5
H -1.0877 -0.8819 1.7949 -0.1 0.4 -0.1
H -1.4522 1.8409 2.0450 -0.1 -0.1 0.4
H -2.1734 0.0497 0.7721 0.4 0.2 0.2
H 1.1643 -2.1137 -1.6339 0.0 0.1 -0.1
H -0.0513 0.9643 2.7180 -0.3 0.0 0.0
H 0.1074 -1.1953 -2.7266 0.1 0.0 0.1
H 1.8741 -1.2437 -3.0323 -0.1 0.0 0.1
```
Forces are in eV/Å.

**Molar mass**: 87.122 g/mol
**HOMO energy**: -9.6 eV
**Frontier orbital gap**: 0.3918 Eh
**Relative energy (zero: lowest compared OMol25 entry of this formula, charge and spin)**: 220.1 kJ/mol

Entry 5:
DFT (ωB97M-V/def2-TZVPD) results for the molecule C5H6O2.

XYZ file:
```
13
Properties=species:S:1:pos:R:3:forces:R:3
O -2.2856 -0.3624 -0.1269 -0.1 0.2 0.1
O -0.8106 2.1437 0.2066 0.4 -0.3 0.0
C 0.0826 -0.0163 -0.3081 0.0 0.1 -0.1
C -1.0644 -0.7730 0.4320 0.3 -0.2 0.1
C 0.0700 1.3336 0.3826 -0.4 0.3 0.0
C 2.6261 -0.6966 -0.6377 -0.5 0.0 0.2
C 1.4573 -0.5167 -0.4017 0.4 -0.1 -0.1
H -2.2852 0.6093 -0.1360 -0.1 -0.2 0.0
H 3.6588 -0.8424 -0.8754 -0.2 -0.1 0.1
H -0.2907 0.0983 -1.3312 0.0 0.1 0.1
H -0.9963 -1.8560 0.3199 0.1 0.1 -0.1
H 0.8527 1.4797 1.1538 0.0 0.1 -0.1
H -1.0313 -0.5443 1.5103 0.1 -0.1 -0.2
```
Forces are in eV/Å.

**Molar mass**: 98.101 g/mol
**HOMO energy**: -10.0 eV
**Frontier orbital gap**: 0.3948 Eh
**Relative energy (zero: lowest compared OMol25 entry of this formula, charge and spin)**: 253.8 kJ/mol

Entry 6:
DFT (ωB97M-V/def2-TZVPD) results for the molecule C4H7NO2 at a distorted geometry.

XYZ file:
```
14
Properties=species:S:1:pos:R:3:forces:R:3
O 0.7574 -1.0900 -1.0343 0.0 -2.1 0.3
O -2.1571 1.6782 1.4306 -0.8 0.1 -0.1
N -0.9300 1.9126 0.8436 0.5 0.1 0.7
C 0.6957 0.8795 -0.5502 0.1 1.0 0.6
C -0.3891 -1.6825 -0.3184 0.7 -0.2 -0.5
C 1.6297 -0.2243 -0.2877 -0.6 -0.2 -0.1
C -0.3943 0.9952 0.1998 0.6 1.9 -0.2
H -0.2073 -2.6858 -0.6593 -0.6 -0.8 0.3
H 2.6311 -0.1419 -0.7481 -0.7 -0.2 0.0
H -2.3270 2.5715 1.7538 -0.4 -0.3 0.2
H 1.7363 -0.5440 0.7569 -0.1 0.2 -0.2
H 0.7560 1.3345 -1.5308 -0.2 -0.2 -0.1
H -0.4086 -1.6569 0.7891 0.6 0.3 -0.6
H -1.3929 -1.3460 -0.6448 0.8 0.3 -0.2
```
Forces are in eV/Å.

**Molar mass**: 101.105 g/mol
**HOMO energy**: -8.3 eV
**Frontier orbital gap**: 0.3237 Eh
**Relative energy (zero: lowest compared OMol25 entry of this formula, charge and spin)**: 603.0 kJ/mol